Below is an isolated ion of composition C10H21N3 and charge +2 in a non-equilibrium geometry, with properties calculated with the ωB97M-V functional and the def2-TZVPD basis.

XYZ file:
```
34
Properties=species:S:1:pos:R:3:forces:R:3:nbo_charge:R:1
C -3.170078 0.815644 0.611006 -1.86 -3.05 2.50 -0.65
C -2.345832 -0.464226 0.324660 3.72 3.66 3.14 -0.20
C -3.161698 -1.543341 0.024270 -4.30 -3.57 -1.53 -0.63
C -1.144227 -0.361434 -0.616428 0.03 -0.44 -0.61 -0.21
C -0.232252 -1.613522 -0.551530 -1.55 -1.41 1.44 -0.24
N 0.880568 -0.836326 -0.148239 5.02 1.55 1.43 -0.20
C 2.119574 -1.086697 0.259846 -3.73 2.53 -2.77 0.37
N 3.094022 -0.034573 0.243064 -2.49 0.41 1.69 -0.57
C 4.323550 -0.441318 0.010781 1.50 0.28 1.47 0.42
N 5.460859 0.197074 0.126369 0.82 -1.11 -1.40 -0.65
C 0.143435 0.496545 -0.335471 0.02 0.19 0.00 0.18
C 0.764634 1.268758 -1.520592 -0.28 -0.76 2.97 -0.60
C 0.230652 1.300621 0.925957 -1.73 1.22 1.46 -0.66
H -3.779859 1.327026 -0.076654 0.16 0.71 -1.64 0.25
H -2.761875 1.381053 1.379869 1.39 1.86 0.67 0.22
H -4.033526 0.435650 1.292867 1.09 0.07 -1.10 0.24
H -1.845878 -0.800811 1.358202 -0.86 1.10 -1.61 0.18
H -3.873337 -1.479610 -0.820351 0.12 0.94 0.21 0.24
H -3.808715 -1.724238 0.905052 0.41 -0.58 -0.59 0.25
H -2.644864 -2.402615 -0.338446 0.64 -1.18 0.57 0.21
H -1.528328 -0.242490 -1.623351 0.13 0.37 -0.32 0.24
H -0.433367 -2.327646 0.260240 -0.50 0.02 -0.28 0.26
H -0.060521 -2.177257 -1.442633 0.27 -0.23 -0.75 0.26
H 2.428106 -2.081296 0.327396 0.61 -1.51 0.28 0.24
H 2.728060 0.854440 0.700860 1.20 -1.00 -1.11 0.48
H 4.347952 -1.516240 -0.082568 0.67 -0.15 -0.66 0.24
H 6.329830 -0.288138 -0.193429 -1.10 0.09 0.54 0.47
H 5.662676 1.182387 0.189365 -0.79 0.54 0.30 0.46
H 1.523667 1.863591 -1.068443 0.60 0.96 0.05 0.20
H -0.004937 1.887001 -1.878361 -0.70 0.64 -1.32 0.27
H 1.281630 0.569052 -2.089573 0.23 -0.86 -2.14 0.22
H 1.215302 1.704418 1.144119 0.35 -0.09 0.00 0.19
H -0.149031 0.758979 1.809960 0.33 0.07 -0.34 0.25
H -0.396549 2.252386 0.927744 0.57 -1.26 -0.55 0.30
```
Positions in Å, forces in eV/Å.

Properties
Charge   +2
SMILES string   CC(C)[C@@H]1CN(/C=[NH+]/C=[NH2+])C1(C)C
LUMO energy   -8.82 eV
E_HOMO   -16.5 eV
Energy relative to the best compared isomer or geometry (same formula, charge and spin)   0.6003 eV

Below is a 3-piece molecular cluster, C5H13N3O overall in a non-equilibrium geometry, with properties calculated with the ωB97M-V functional and the def2-TZVPD basis.

XYZ file:
```
22
Properties=species:S:1:pos:R:3:forces:R:3:nbo_charge:R:1
N 1.168560 -1.385431 0.227051 1.32 -0.81 -0.53 -0.82
C 1.905373 -0.450957 -0.274793 -0.79 0.13 1.18 0.61
N 1.639575 0.015941 -1.529986 0.07 0.40 -0.49 -0.83
N 2.824726 0.275190 0.444802 0.15 -0.11 -0.44 -0.84
H 1.514445 -1.782047 1.092861 0.12 0.22 0.12 0.35
H 1.571039 1.032733 -1.597115 0.08 -0.38 0.01 0.41
H 0.837684 -0.434359 -1.949541 0.11 -0.08 0.10 0.40
H 3.392156 0.938710 -0.059047 0.17 -0.19 0.24 0.40
H 3.150488 -0.100050 1.321551 0.04 0.16 -0.24 0.40
C -2.321584 -0.639927 1.359189 0.00 0.33 0.13 -0.43
C -1.588362 -0.647486 0.253238 1.61 -2.27 0.08 -0.27
C -2.200929 -0.562840 -1.112985 0.07 0.49 0.08 -0.65
H -1.884525 -0.787711 2.336600 0.11 -0.05 0.11 0.19
H -3.384768 -0.433285 1.351630 -0.16 0.01 -0.07 0.18
H -0.400075 -1.062736 0.300323 -3.14 1.37 -0.24 0.29
H -3.277849 -0.376706 -1.075898 0.04 -0.07 0.01 0.21
H -1.747662 0.256042 -1.674453 0.02 0.09 -0.18 0.20
H -2.014749 -1.474428 -1.679171 0.00 -0.10 0.00 0.22
C 0.232885 1.892088 0.577197 -1.52 -0.72 -0.43 0.28
O 0.716680 2.425965 -0.394522 -0.11 -0.09 0.37 -0.57
H 0.369603 2.355684 1.577168 0.06 -0.26 -0.03 0.11
H -0.502710 0.945610 0.505900 1.77 1.94 0.22 0.17
```
Positions in Å, forces in eV/Å.

Properties
Charge   0
SMILES string   N=C(N)N.C=CC.C=O
LUMO energy   0.81 eV
E_HOMO   -8.7 eV
Energy relative to the best compared isomer or geometry (same formula, charge and spin)   3.1656 eV

Below is one molecule with the formula C18H27ClN2O3 in a non-equilibrium geometry, with properties calculated with the ωB97M-V functional and the def2-TZVPD basis.

XYZ file:
```
51
Properties=species:S:1:pos:R:3:forces:R:3:nbo_charge:R:1
C -0.398346 4.280076 -3.588516 -0.13 0.14 0.15 -0.61
C -1.181935 4.509590 -2.301887 0.03 -0.23 -0.03 -0.38
C -0.920885 3.433073 -1.249176 0.11 0.31 -0.02 -0.42
C 0.499309 3.490730 -0.686227 -0.39 -0.29 0.09 -0.40
C 0.713067 2.477448 0.457469 0.84 0.38 -0.50 0.16
O -0.260236 2.645561 1.473735 -0.14 0.03 0.20 -0.74
C 2.143619 2.615539 1.017680 -0.25 -0.16 0.25 -0.41
C 2.391238 1.840959 2.314101 0.02 -0.09 -0.28 -0.40
C 2.421855 0.324580 2.136319 0.09 0.11 0.26 -0.39
C 2.889841 -0.380959 3.403229 -0.11 0.02 -0.25 -0.60
C 0.552729 1.089163 -0.160312 -0.23 0.05 0.26 0.69
O 1.340348 0.625518 -0.951801 0.18 -0.01 -0.26 -0.62
N -0.546522 0.425204 0.272863 -0.58 -0.29 -0.01 -0.46
N -0.862605 -0.822336 -0.256799 0.48 0.64 0.66 -0.33
C -1.566602 -0.853874 -1.416948 -0.32 0.01 -0.34 0.67
O -1.993455 0.150644 -1.940766 -0.02 -0.08 -0.19 -0.59
C -1.842775 -2.237906 -1.983933 -0.05 0.00 -0.15 -0.47
Cl -2.643852 -3.273990 -0.777263 -0.23 -0.18 -0.08 -0.04
C -0.152397 -1.904793 0.340990 0.33 -0.22 0.17 0.22
C -0.494481 -2.299644 1.627230 0.09 -0.02 -0.10 -0.22
C 0.224904 -3.305136 2.246786 -0.06 0.09 0.07 -0.21
C 1.284723 -3.907309 1.589276 0.09 -0.06 -0.03 -0.21
C 1.634535 -3.496376 0.313985 0.03 -0.13 0.02 -0.20
C 0.923185 -2.488864 -0.313052 -0.17 0.15 0.04 -0.25
H 0.671217 4.375149 -3.419678 0.14 -0.01 -0.06 0.20
H -0.598799 3.283520 -3.974316 0.02 -0.12 -0.10 0.21
H -0.688065 5.007864 -4.343410 0.05 0.03 -0.12 0.21
H -2.248615 4.507299 -2.535473 -0.02 0.09 0.03 0.20
H -0.934368 5.492841 -1.892261 -0.08 0.06 0.03 0.19
H -1.630427 3.563812 -0.427822 0.00 -0.09 -0.03 0.20
H -1.104408 2.452320 -1.691251 -0.08 -0.06 0.03 0.23
H 0.701269 4.498375 -0.308072 0.10 0.01 0.06 0.19
H 1.224983 3.265508 -1.466724 0.11 0.05 0.01 0.23
H -0.178628 3.546588 1.807453 -0.07 -0.06 0.00 0.48
H 2.834051 2.272875 0.246260 0.03 0.09 -0.05 0.23
H 2.336977 3.676638 1.201901 -0.04 0.05 -0.11 0.20
H 1.621361 2.099295 3.045027 0.07 0.04 0.08 0.20
H 3.353937 2.165520 2.717271 0.00 0.02 0.07 0.20
H 3.085164 0.068197 1.308145 -0.04 -0.03 -0.09 0.20
H 1.425362 -0.036663 1.883747 0.01 -0.08 -0.06 0.20
H 2.878824 -1.459042 3.260185 0.02 -0.13 0.07 0.21
H 3.901839 -0.076842 3.662012 0.12 0.01 0.08 0.20
H 2.235442 -0.138712 4.237994 -0.05 0.00 0.15 0.20
H -1.238512 0.916270 0.823182 0.04 -0.17 -0.10 0.43
H -0.922081 -2.737053 -2.283497 -0.09 0.05 -0.01 0.24
H -2.514916 -2.134238 -2.835509 0.16 0.07 0.16 0.25
H -1.321936 -1.823083 2.130529 -0.11 0.05 0.02 0.22
H -0.041791 -3.617575 3.245090 -0.03 -0.03 0.09 0.22
H 1.844600 -4.692085 2.075579 0.05 -0.07 0.04 0.22
H 2.472282 -3.952937 -0.191180 0.07 -0.04 -0.04 0.22
H 1.213369 -2.129011 -1.288191 0.03 0.08 -0.08 0.24
```
Positions in Å, forces in eV/Å.

Properties
Charge   0
SMILES string   CCCCC(O)(CCCC)C(=O)NN(C(=O)CCl)c1ccccc1
LUMO energy   0.66 eV
E_HOMO   -9.3 eV
Energy relative to the best compared isomer or geometry (same formula, charge and spin)   1.0877 eV